This record from the Open Molecules 2025 dataset describes one molecule with the formula C4H3FN2S at a distorted geometry. The level of theory is ωB97M-V with the def2-TZVPD basis set.

Its energy relative to the best compared isomer or geometry (same formula, charge and spin) is 35.4 kcal per mole. As for the spin multiplicity: 1. As for the lowest unoccupied orbital energy: -0.0481 hartree. As for the maximum force: 2.393 eV/Å. As for the net charge: 0. The SMILES is NC1=C(F)C(=S)C=N1. The value obtained for the HOMO energy is -8.3263 eV.

Atoms and positions in Å:
N 1.97203 0.40168 -0.00645
C 0.66813 0.09858 0.00168
C -0.41687 0.92635 -0.01260
F -0.33217 2.24450 -0.05981
C -1.58139 0.06963 0.03252
S -3.14560 0.35754 0.00094
C -0.93703 -1.37625 -0.02080
N 0.35815 -1.30577 -0.04132
H 2.31436 1.33067 0.18997
H 2.56335 -0.39955 0.04620
H -1.46297 -2.34737 -0.13034

=====

This record from the Open Molecules 2025 dataset describes a 2-piece molecular cluster, C5H10O overall at a distorted geometry. The level of theory is ωB97M-V with the def2-TZVPD basis set.

Its energy relative to the best compared isomer or geometry (same formula, charge and spin) is 55.0 kcal per mole. As for the spin multiplicity: 1. As for the lowest unoccupied orbital energy: 0.0361 hartree. As for the maximum force: 1.613 eV/Å. As for the net charge: 0. The SMILES is C=C=O.CCC. The value obtained for the HOMO energy is -8.9752 eV.

Atoms and positions in Å:
C 0.31977 -0.06671 -2.31663
C -0.00834 -0.94274 -1.37627
O -0.34001 -1.91040 -0.80133
H 0.65898 0.94553 -2.13090
H 0.32078 -0.47562 -3.30951
C 1.21610 0.18435 0.91831
C -0.18886 0.54919 0.39488
C -1.27849 -0.04575 1.26346
H 2.03226 0.55116 0.28724
H 1.36508 -0.89305 1.07156
H 1.32865 0.65872 1.90433
H -0.24206 1.63279 0.31305
H -0.52570 0.40799 -0.66354
H -1.19991 -1.14100 1.29691
H -2.26587 0.20647 0.86683
H -1.19236 0.33909 2.28160

=====

This record from the Open Molecules 2025 dataset describes C21H43AuN2P3S as an isolated structure at a distorted geometry. The level of theory is ωB97M-V with the def2-TZVPD basis set.

Its energy relative to the best compared isomer or geometry (same formula, charge and spin) is 47.7 kcal per mole. As for the spin multiplicity: 3. As for the lowest unoccupied orbital energy (spin up / spin down): -0.3153 / -0.4709 hartree. As for the maximum force: 2.707 eV/Å. As for the net charge: +3. The value obtained for the HOMO energy (spin up / spin down) is -16.1882 / -16.6572 eV.

Atoms and positions in Å:
Au 0.04443 0.46936 -0.32957
P -0.74788 2.25023 1.41875
P -2.12427 -0.40986 -0.20618
P 2.23044 1.12555 0.06103
H 0.89134 -0.25857 -5.31036
C 1.89720 -0.43633 -4.93562
C 2.21651 -1.73571 -4.79059
H 1.49917 -2.53484 -5.01065
C -1.15507 3.88586 0.64810
C -2.27477 2.08513 2.44044
C 0.29102 2.87737 2.81126
C -2.05739 -2.10710 -0.79973
C -2.87547 -0.75948 1.40779
C -3.32194 0.57202 -1.12914
C 3.40307 0.15132 -0.88833
C 2.78702 0.95854 1.79017
C 2.46630 2.89776 -0.24643
H 2.57386 0.40027 -5.08364
H 3.21818 -2.14569 -4.74415
H -1.47279 4.56287 1.46466
H -1.97657 3.75109 -0.06725
H -0.27514 4.29767 0.13667
H -2.28755 2.94147 3.13049
H -2.24690 1.16746 3.03395
H -3.17813 2.11094 1.82030
H -0.34977 3.57233 3.38041
H 1.17946 3.42173 2.46686
H 0.58715 2.06517 3.48809
H -2.85403 -2.76869 -0.42728
H -1.07465 -2.54139 -0.59148
H -2.17325 -2.05298 -1.88236
H -3.45411 0.07744 1.81468
H -2.06019 -1.01586 2.09197
H -3.53201 -1.63471 1.28673
H -4.30778 0.10530 -1.05147
H -3.04457 0.65015 -2.18243
H -3.37498 1.58293 -0.71387
H 4.44250 0.39579 -0.61089
H 3.31077 0.29408 -1.97766
H 3.21673 -0.91070 -0.67802
H 3.83773 1.27705 1.83294
H 2.71462 -0.07648 2.13641
H 2.21629 1.57759 2.49049
H 3.54381 3.09201 -0.28853
H 2.03602 3.53532 0.53635
H 2.01364 3.18393 -1.20083
C 0.26196 -2.04451 -2.80033
C 0.43929 -0.62963 -2.76355
C -0.45447 0.25523 -3.37867
C -1.58097 -0.24663 -4.03729
C -1.75092 -1.63735 -4.13477
C -0.84789 -2.53456 -3.52813
S 1.77580 -2.87400 -2.35212
H 1.32206 -4.11122 -2.15958
H 1.43598 -0.27447 -2.46448
H -0.15448 1.31834 -3.43170
H -2.24602 0.47990 -4.52996
H -2.63736 -2.01977 -4.66312
H -1.04370 -3.60972 -3.50364
C 0.33835 -1.78145 5.63076
N 0.38850 -1.72634 4.17469
C 0.80590 -2.76576 3.34607
C 0.66694 -2.31052 2.04965
N 0.17191 -1.02302 2.06805
C 0.02614 -0.69653 3.35776
H -0.32365 -2.60815 5.93446
H 1.34832 -1.97848 6.02278
H -0.03958 -0.83912 6.02558
H 1.13919 -3.71156 3.72760
H 0.91079 -2.83209 1.12320
H -0.35009 0.25410 3.74464

=====

This record from the Open Molecules 2025 dataset describes C34H33BrINP2SSn as an isolated structure. The level of theory is ωB97M-V with the def2-TZVPD basis set.

Its energy relative to the best compared isomer or geometry (same formula, charge and spin) is 1.7 kcal per mole. As for the spin multiplicity: 1. As for the lowest unoccupied orbital energy: -0.2763 hartree. As for the maximum force: 0.938 eV/Å. As for the net charge: +2. The value obtained for the HOMO energy is -13.0440 eV.

Atoms and positions in Å:
Sn 0.70948 0.03804 -3.02076
C -4.11841 0.29037 4.06214
S -3.80541 1.13590 2.49693
C -3.55953 -0.28641 1.42155
C -2.23396 -1.02623 1.60934
C -0.98532 -0.19667 1.35157
N -0.56036 -0.16138 -0.08522
P -0.18706 -1.48851 -1.05727
C -1.63150 -2.38903 -1.59590
C -2.38419 -1.84515 -2.64031
C -3.52009 -2.49191 -3.10237
C -3.89975 -3.69656 -2.52274
C -3.14344 -4.25659 -1.49843
C -2.00767 -3.61014 -1.03523
C 0.92890 -2.61243 -0.24435
C 0.79974 -3.03217 1.08333
C 1.67546 -3.97921 1.59179
C 2.66754 -4.52139 0.78384
C 2.79228 -4.12103 -0.54006
C 1.92717 -3.16616 -1.05506
P -0.49111 1.26429 -0.97507
C -2.06222 2.05974 -1.16923
C -2.53074 2.91458 -0.16770
C -3.77089 3.51515 -0.31012
C -4.52954 3.28498 -1.45331
C -4.05396 2.45955 -2.46591
C -2.81790 1.84781 -2.32588
C 0.60452 2.39295 -0.12985
C 1.46969 1.94862 0.86713
C 2.39275 2.82304 1.42093
C 2.46839 4.13149 0.96362
C 1.62096 4.57527 -0.04687
C 0.68623 3.71074 -0.59599
H -4.38461 1.06026 4.78500
H -3.24278 -0.23966 4.43490
H -4.95904 -0.39649 3.96334
H -3.65159 0.09064 0.39601
H -4.38793 -0.97817 1.58249
H -2.24099 -1.90052 0.95054
H -2.16814 -1.41394 2.62848
H -0.14793 -0.56573 1.93825
H -1.15172 0.83452 1.66714
H -2.09064 -0.90999 -3.10828
H -4.10099 -2.06772 -3.91125
H -4.78415 -4.20955 -2.88009
H -3.43387 -5.20577 -1.06691
H -1.41417 -4.06266 -0.24948
H 0.01485 -2.65063 1.71928
H 1.57522 -4.30236 2.62065
H 3.34271 -5.26501 1.18853
H 3.56177 -4.54898 -1.16991
H 2.04211 -2.85558 -2.08648
H -1.93739 3.10911 0.71774
H -4.14249 4.16631 0.47039
H -5.49576 3.76289 -1.56050
H -4.63965 2.30273 -3.36259
H -2.44271 1.22155 -3.12676
H 1.43739 0.92158 1.20804
H 3.05228 2.48109 2.20876
H 3.18815 4.81214 1.40036
H 1.68252 5.59661 -0.39936
H 0.01877 4.07027 -1.37052
Br 4.35348 -1.64981 0.75881
C 5.36502 -0.11949 0.36791
C 6.54175 0.12160 1.06839
C 7.29621 1.25569 0.80071
C 6.89546 2.17091 -0.16253
C 5.72380 1.96253 -0.88084
C 5.01535 0.81832 -0.58649
I 3.30659 0.52744 -1.73701
H 6.85663 -0.58742 1.82206
H 8.21012 1.42245 1.35530
H 7.49000 3.05063 -0.36948
H 5.39637 2.65871 -1.63916

=====

This record from the Open Molecules 2025 dataset describes a 2-piece molecular cluster, C5H15NO3P overall at a distorted geometry. The level of theory is ωB97M-V with the def2-TZVPD basis set.

Its energy relative to the best compared isomer or geometry (same formula, charge and spin) is 0.0 kcal per mole. As for the spin multiplicity: 3. As for the lowest unoccupied orbital energy (spin up / spin down): -0.0876 / -0.2651 hartree. As for the maximum force: 3.183 eV/Å. As for the net charge: +1. The value obtained for the HOMO energy (spin up / spin down) is -10.4907 / -14.7517 eV.

Atoms and positions in Å:
C 0.25272 -4.21983 1.69971
C -1.07752 1.79853 0.20874
C 0.87158 3.08065 -0.40676
C -0.50621 2.07216 -2.12170
C 0.39393 -2.72426 1.88479
N 0.02100 1.92974 -0.75735
O -0.29191 -1.29738 -1.54516
O 0.14323 -1.97900 0.70924
O 0.84711 0.82347 -0.68663
P -0.07669 -2.53672 -0.78479
H -0.74731 -4.46384 1.34531
H 0.98342 -4.59302 0.98451
H 0.41490 -4.71550 2.65153
H -0.66390 1.62325 1.20134
H -1.67938 2.70408 0.22195
H -1.70812 0.95162 -0.05989
H 1.67373 3.16812 -1.13629
H 0.28703 3.99713 -0.38917
H 1.31580 2.90633 0.57088
H -1.06714 3.00073 -2.21844
H 0.32150 2.07520 -2.82937
H -1.16125 1.23061 -2.35434
H 1.40468 -2.46207 2.21313
H -0.31683 -2.35979 2.63194
H 0.36563 -0.01020 -1.03318

=====

This record from the Open Molecules 2025 dataset describes a 7-piece molecular cluster, C15H31Cl12NO overall at a distorted geometry. The level of theory is ωB97M-V with the def2-TZVPD basis set.

Its energy relative to the best compared isomer or geometry (same formula, charge and spin) is 0.0 kcal per mole. As for the spin multiplicity: 1. As for the lowest unoccupied orbital energy: 0.0149 hartree. As for the maximum force: 2.844 eV/Å. As for the net charge: 0. The SMILES is CNC(C)=O.ClCCCl.ClCCCl.ClCCCl.ClCCCl.ClCCCl.ClCCCl. The value obtained for the HOMO energy is -9.6856 eV.

Atoms and positions in Å:
C -12.47969 -8.20324 2.82429
N -11.99971 -9.34829 3.50831
C -11.32347 -10.33823 2.78011
C -10.84118 -11.49010 3.66519
O -10.94459 -10.21942 1.62412
H -11.93555 -7.31374 3.25648
H -13.55964 -8.01777 2.99030
H -12.36602 -8.17098 1.73247
H -12.28806 -9.50049 4.47214
H -11.23627 -11.40760 4.69063
H -9.76542 -11.48819 3.54274
H -11.07126 -12.48787 3.28959
Cl -20.18193 -6.38571 0.76392
C -19.25908 -4.84067 0.88841
C -17.76530 -5.01713 1.19669
Cl -16.81852 -5.49137 -0.19154
H -19.69186 -4.25794 1.71557
H -19.33289 -4.31131 -0.07415
H -17.53469 -5.60422 2.10302
H -17.43672 -4.03756 1.40999
Cl -21.09173 -10.19145 -0.21020
C -20.77834 -9.49069 1.36970
C -20.27916 -10.65095 2.18898
Cl -19.92993 -10.00711 3.85591
H -21.69701 -9.06864 1.82487
H -19.98262 -8.75034 1.35790
H -19.32899 -10.94552 1.74101
H -20.97899 -11.46614 2.34970
Cl -14.42464 -11.31241 -0.85709
C -13.05159 -12.21520 -0.10398
C -13.49312 -13.69301 -0.07788
Cl -12.29458 -14.54718 0.98405
H -12.82999 -11.79900 0.86438
H -12.18926 -12.00940 -0.76928
H -13.36373 -13.95926 -1.07741
H -14.49176 -13.83114 0.36087
Cl -15.61918 -12.29240 8.39470
C -13.89840 -12.55942 8.13128
C -13.51283 -12.07660 6.79138
Cl -13.58056 -10.30124 6.80040
H -13.74443 -13.65047 8.17015
H -13.37243 -12.00754 8.90963
H -14.17689 -12.44470 6.02872
H -12.50040 -12.35773 6.43493
Cl -19.07790 -5.03169 5.09813
C -19.10418 -6.55399 6.04848
C -18.02137 -7.54147 5.63576
Cl -16.44432 -6.91891 6.12219
H -20.09405 -7.02632 5.84736
H -19.08901 -6.27301 7.07294
H -18.14755 -7.63128 4.53849
H -18.18873 -8.44531 6.17567
Cl -17.02591 -8.83668 1.86428
C -16.64068 -10.52635 2.27807
C -15.17324 -10.65438 2.67524
Cl -14.78364 -12.29098 3.25119
H -16.83968 -11.03871 1.34383
H -17.31396 -10.83460 3.03518
H -14.86007 -10.00468 3.47465
H -14.52988 -10.44679 1.80753